DFT (wB97M-V/def2-TZVPD) results for C49H74BrN2P2RuSi3 as an isolated structure.

```
132
Properties=species:S:1:pos:R:3:mulliken_spin:R:1
Ru 0.231 -0.831 0.383 2.7022
Br -0.645 1.448 -0.925 0.0778
P -1.874 -1.444 2.019 -0.0427
P 0.862 0.137 2.860 0.0478
Si 3.553 -0.632 1.508 -0.0049
Si -0.376 2.732 -2.877 0.0360
Si -2.007 -3.274 -0.549 -0.0257
N -1.340 -2.192 0.671 0.1851
N 1.817 -0.343 1.635 0.2515
C 1.225 -1.707 -1.148 -0.1298
C 3.801 -2.475 1.432 0.0059
C -0.649 -0.258 2.145 0.5619
C -1.183 4.390 -2.343 0.0094
C 4.364 0.081 3.034 0.0102
C 1.806 -2.179 6.675 -0.0010
C -0.755 5.491 -3.330 0.0028
C 1.672 -2.796 -4.448 0.0166
C 1.880 3.329 -4.505 0.0008
C 4.207 0.196 -0.023 -0.0046
C -2.175 -4.280 5.580 0.0023
C -2.716 4.298 -2.352 0.0041
C 1.818 -2.243 -2.072 0.0972
C 2.175 3.721 -2.057 0.0041
C 0.048 3.891 4.167 0.0003
C -2.054 -2.591 3.391 0.0149
C 3.866 -2.152 -3.404 0.0242
C 1.450 -2.834 5.502 0.0012
C -5.866 -0.739 1.939 -0.0002
C 1.529 2.800 -3.104 0.0045
C -5.935 0.574 1.489 0.0025
C 0.916 1.915 3.106 0.0619
C -1.327 1.759 -4.220 0.0007
C -1.656 -3.916 3.262 0.0004
C 0.094 2.511 4.064 -0.0251
C 1.666 2.703 2.240 0.0075
C -4.632 -1.337 2.132 -0.0066
C -4.775 1.292 1.239 0.0037
C -2.177 -2.342 -2.150 0.0119
C 0.812 4.676 3.311 0.0033
C -0.810 -4.696 -0.686 0.0058
C 2.182 1.423 -2.933 0.0294
C -0.525 0.532 -4.680 0.0060
C 2.805 -4.356 -2.833 0.0091
C -2.679 1.233 -3.715 0.0018
C -1.568 2.667 -5.439 0.0010
C -3.537 0.698 1.427 0.0076
C -0.786 4.834 -0.923 0.0052
C 1.616 4.086 2.348 -0.0013
C -1.729 -4.765 4.359 -0.0021
C -3.691 -3.900 -0.028 0.0104
C 1.170 -2.099 4.365 -0.0092
C 1.237 -0.704 4.401 0.0068
C 1.894 -0.796 6.709 0.0020
C -3.464 -0.621 1.866 0.0274
C 2.535 -2.887 -3.181 0.0404
C 1.613 -0.052 5.572 -0.0075
C -2.560 -2.951 5.713 0.0009
C -2.506 -2.105 4.618 -0.0088
H -6.773 -1.291 2.148 -0.0001
H 1.701 1.026 5.593 0.0012
H 1.557 2.647 -5.293 0.0001
H -2.624 1.251 1.235 0.0003
H -2.913 -1.542 -2.045 0.0035
H 1.446 4.309 -4.706 -0.0001
H -0.245 -0.113 -3.843 -0.0009
H -3.972 -4.734 -0.675 -0.0003
H -2.020 2.075 -6.240 -0.0002
H 1.396 -3.914 5.477 -0.0002
H 3.204 -2.910 0.628 -0.0009
H -1.295 6.412 -3.090 0.0004
H 1.914 3.423 -1.038 -0.0029
H -1.254 5.803 -0.726 0.0001
H 0.286 4.957 -0.791 0.0000
H -1.217 -1.908 -2.440 0.0025
H 3.268 1.549 -2.990 0.0008
H 2.203 4.702 1.680 -0.0001
H 0.376 0.810 -5.227 0.0000
H 2.028 -2.753 7.566 0.0001
H -1.148 -0.058 -5.359 0.0002
H 3.263 3.654 -2.156 0.0000
H -3.346 2.015 -3.361 -0.0003
H -1.142 4.133 -0.168 -0.0029
H 0.710 -3.288 -4.298 -0.0024
H -3.120 4.135 -3.350 0.0003
H -2.541 0.511 -2.911 0.0020
H 3.348 -4.838 -3.648 0.0007
H 1.902 4.766 -2.198 0.0003
H -4.835 2.318 0.901 0.0005
H -2.515 -3.004 -2.950 -0.0010
H -6.900 1.041 1.342 0.0002
H 4.125 1.285 0.024 0.0008
H 4.851 -2.719 1.251 0.0008
H 0.310 5.711 -3.259 0.0001
H -0.836 -5.317 0.213 -0.0005
H 4.188 1.154 3.133 -0.0009
H -4.450 -3.125 -0.139 -0.0004
H -0.516 1.898 4.718 -0.0050
H 5.265 -0.049 -0.151 0.0010
H 4.408 -2.617 -4.229 0.0013
H -2.226 -4.941 6.435 0.0001
H 0.207 -4.327 -0.819 0.0002
H -4.569 -2.351 2.505 -0.0007
H 1.891 0.711 -3.701 -0.0016
H 2.967 3.428 -4.588 -0.0001
H 1.485 -1.755 -4.714 -0.0036
H -3.076 3.506 -1.692 -0.0013
H -2.254 3.486 -5.215 -0.0001
H -0.585 4.357 4.909 -0.0003
H 0.910 -2.600 3.439 -0.0207
H -1.278 -4.272 2.312 -0.0010
H -2.906 -2.579 6.668 -0.0001
H 0.773 5.754 3.395 0.0001
H 2.277 2.229 1.480 0.0050
H -1.063 -5.336 -1.535 0.0017
H -3.123 5.246 -1.987 0.0005
H 3.672 -0.158 -0.903 0.0086
H -0.644 3.095 -5.830 0.0001
H 1.948 0.982 -1.967 -0.0094
H 3.403 -4.432 -1.925 -0.0018
H 2.189 -0.293 7.621 0.0002
H -3.181 0.718 -4.539 0.0001
H -3.711 -4.260 1.002 -0.0009
H 1.870 -4.896 -2.677 -0.0029
H 3.505 -2.938 2.376 0.0006
H -0.983 5.238 -4.367 -0.0001
H 3.692 -1.104 -3.649 -0.0042
H 2.183 -3.281 -5.282 0.0012
H -1.432 -5.801 4.260 0.0000
H 4.489 -2.200 -2.510 -0.0026
H 4.010 -0.410 3.943 -0.0017
H 5.444 -0.070 2.978 0.0001
H -2.815 -1.070 4.710 -0.0007
```

Its HOMO energy (alpha / beta) is -0.395 / -0.390 Ha. The value obtained for the energy above the lowest of the compared OMol25 structures with the same formula, charge and spin is 0.00 kJ/mol. For the LUMO energy (alpha / beta), the calculation gives -2.300 / -3.850 eV. The spin multiplicity is 5. The value obtained for the HOMO-LUMO gap (alpha / beta) is 8.44 / 6.77 eV. Its total charge is +1.

***

DFT (wB97M-V/def2-TZVPD) results for a 2-piece molecular cluster, C3H11N2S overall.

```
17
Properties=species:S:1:pos:R:3:mulliken_spin:R:1
S -1.535 -0.435 -3.006 0.0014
N 0.010 -0.831 0.785 0.0098
N 0.664 1.335 2.006 0.3057
C 1.698 2.006 1.480 0.6864
C -0.506 -0.146 -0.457 0.0594
C -0.926 -1.224 -1.465 -0.0051
H -0.067 -1.824 -1.756 0.0003
H -0.759 -1.410 1.121 0.0044
H -1.762 -1.819 -1.089 0.0008
H -1.328 0.495 -0.161 -0.0238
H 0.298 0.446 -0.902 -0.0291
H -1.252 -1.524 -3.757 -0.0001
H 0.311 -0.022 1.524 -0.0077
H 2.484 1.490 0.923 0.0138
H 1.834 3.075 1.634 0.0059
H 0.113 1.859 2.676 -0.0240
H 0.721 -1.472 0.444 0.0019
```

Its HOMO energy (alpha / beta) is -0.140 / -0.308 Ha. The value obtained for the energy above the lowest of the compared OMol25 structures with the same formula, charge and spin is 176.70 kJ/mol. For the LUMO energy (alpha / beta), the calculation gives 0.214 / 0.206 eV. The spin multiplicity is 2. The value obtained for the HOMO-LUMO gap (alpha / beta) is 4.03 / 8.58 eV.

***

DFT (wB97M-V/def2-TZVPD) results for a 9-piece molecular cluster, C18H55BF4N3O8 overall.

```
89
Properties=species:S:1:pos:R:3:mulliken_charge:R:1
F -17.835 10.974 -9.892 0.4442
F -16.834 12.323 -11.456 -0.5179
F -16.144 12.394 -9.264 -0.3254
F -15.691 10.538 -10.556 -0.3080
O -20.584 9.482 -12.825 -0.4593
O -21.374 13.502 -8.968 -0.3156
O -15.911 7.484 -10.944 -0.5594
O -16.421 9.257 -6.536 -0.0434
O -15.237 12.113 -6.724 -0.8563
O -16.053 11.665 -14.016 -0.5489
O -13.835 8.518 -7.488 -0.5936
O -14.522 14.254 -10.662 -0.7110
N -18.129 11.617 -6.964 -0.3184
N -22.537 12.514 -13.875 -0.7564
N -19.584 14.328 -6.786 -0.8346
C -19.627 14.992 -8.110 0.6903
C -12.082 9.817 -8.491 -1.2647
C -17.721 9.160 -7.085 -0.6135
C -18.665 10.280 -6.680 0.4589
C -14.705 11.239 -14.044 0.5138
C -21.118 10.457 -13.672 -0.9296
C -16.377 9.153 -5.127 -0.9535
C -22.083 11.425 -12.996 1.6973
C -19.529 9.977 -11.982 -0.3513
C -13.377 9.084 -8.739 0.6854
C -15.454 7.455 -12.275 0.4094
C -20.074 14.000 -9.173 -0.1369
C -23.248 10.705 -12.343 -1.5264
C -15.489 6.025 -12.778 -1.5259
C -14.246 11.176 -15.469 -1.4608
C -18.234 15.484 -8.487 -1.2752
C -20.001 10.103 -7.417 -1.2373
C -22.342 14.161 -9.751 -0.7177
B -16.635 11.544 -10.312 0.5107
H -22.265 15.248 -9.634 0.2905
H -18.211 15.969 -9.465 0.3969
H -18.851 10.181 -5.603 0.4587
H -22.899 9.839 -11.778 0.3268
H -17.562 14.621 -8.544 0.0488
H -18.671 13.887 -6.705 0.3564
H -20.539 9.211 -7.098 0.4771
H -14.078 11.962 -13.507 0.2265
H -16.377 11.584 -13.109 0.2766
H -12.159 10.424 -7.593 0.2988
H -15.412 12.344 -7.648 0.3941
H -15.165 5.987 -13.822 0.4085
H -14.577 10.244 -13.605 -0.0709
H -23.809 11.358 -11.680 0.3135
H -19.745 9.992 -8.479 0.0026
H -19.765 10.976 -11.618 0.1829
H -17.594 9.191 -8.170 -0.2713
H -11.821 10.427 -9.361 0.3359
H -17.835 16.171 -7.741 0.3784
H -16.898 8.256 -4.770 0.3270
H -14.687 11.323 -6.763 0.2746
H -20.326 11.010 -14.204 0.3366
H -11.235 9.134 -8.371 0.3315
H -14.886 10.506 -16.050 0.3356
H -22.193 13.932 -10.816 0.2438
H -16.803 10.041 -4.658 0.2973
H -21.709 13.054 -14.114 0.3002
H -18.589 9.945 -12.530 0.1264
H -17.133 11.579 -6.695 0.3764
H -19.362 13.164 -9.142 -0.5230
H -18.173 8.191 -6.819 0.4708
H -13.224 10.789 -15.517 0.3767
H -21.638 9.908 -14.471 0.3595
H -15.024 13.594 -10.165 0.2706
H -15.195 14.715 -11.169 0.3239
H -20.180 13.507 -6.860 0.3394
H -18.030 11.658 -7.983 -0.3416
H -19.943 14.361 -10.207 0.5276
H -20.612 10.998 -7.321 0.2495
H -21.526 11.888 -12.173 -0.5524
H -14.820 5.358 -12.232 0.3389
H -16.506 5.630 -12.733 0.3328
H -15.942 8.395 -10.628 0.1369
H -14.742 8.789 -7.302 0.4273
H -22.848 12.105 -14.755 0.2829
H -14.419 7.815 -12.362 0.1822
H -23.323 13.802 -9.451 0.2343
H -20.294 15.857 -8.031 0.3267
H -14.245 12.140 -15.981 0.3390
H -15.326 9.045 -4.860 0.2960
H -14.121 9.777 -9.130 -0.4288
H -19.504 9.344 -11.098 0.1285
H -13.328 8.230 -9.417 0.3196
H -23.897 10.262 -13.111 0.3963
H -16.098 8.054 -12.929 0.1374
```

Its HOMO energy is -0.233 Ha. The value obtained for the energy above the lowest of the compared OMol25 structures with the same formula, charge and spin is 0.00 kJ/mol. For the LUMO energy, the calculation gives 2.702 eV. The value obtained for the HOMO-LUMO gap is 9.04 eV. Its total charge is -1.

***

DFT (wB97M-V/def2-TZVPD) results for a 2-piece molecular cluster, C8H21BCl3NO4PS overall.

```
40
Properties=species:S:1:pos:R:3:nbo_charge:R:1
Cl 2.462 -5.975 1.466 -0.2835
Cl 0.093 4.702 3.115 -0.0212
Cl -1.250 7.320 3.149 -0.0537
S 0.970 -4.774 2.231 2.1318
P 0.207 -0.314 -3.640 1.0371
O -0.816 -1.613 -4.040 -1.0268
O 1.553 -4.063 3.325 -0.9043
O -0.157 -5.627 2.446 -0.9083
O 1.656 -1.166 -3.591 -1.0046
N -2.085 3.286 0.801 -0.8585
C -1.439 5.560 3.001 -0.4048
C 0.677 -3.699 0.857 -0.6564
C 1.476 -1.802 -0.586 -0.3940
C 0.532 1.290 -1.222 -0.6185
C -1.600 2.399 -0.289 -0.2122
C 0.017 -1.392 -0.809 -0.6318
C 1.742 -2.622 0.691 -0.4038
C -0.128 2.095 -0.088 -0.3885
B -0.237 -0.063 -1.747 -0.2848
H 0.609 -4.336 -0.025 0.2547
H -1.758 2.913 -1.239 0.1804
H -0.001 1.594 0.882 0.1731
H -1.642 -1.465 -3.555 0.4782
H -2.083 5.226 3.805 0.2102
H 0.383 3.063 0.017 0.1857
H -0.509 -2.238 -1.276 0.1948
H 1.554 1.062 -0.894 0.1925
H -0.314 -3.292 1.063 0.2657
H -1.814 2.849 1.679 0.3427
H 0.654 1.982 -2.069 0.1932
H 2.707 -3.127 0.596 0.2067
H 2.127 -0.926 -0.552 0.2042
H -0.482 -1.239 0.162 0.1759
H 1.811 -2.400 -1.434 0.2121
H -1.459 0.096 -1.834 -0.0529
H 1.908 -1.379 -4.498 0.4738
H 1.755 -1.987 1.577 0.2110
H -3.100 3.268 0.810 0.3426
H -2.165 1.465 -0.311 0.1815
H -1.859 5.329 2.026 0.2607
```

Its HOMO energy is -0.135 Ha. For the LUMO energy, the calculation gives 2.501 eV. The value obtained for the HOMO-LUMO gap is 6.17 eV. Its total charge is -1.

***

DFT (wB97M-V/def2-TZVPD) results for a 2-piece molecular cluster, C6H13BrOSi overall.

```
22
Properties=species:S:1:pos:R:3:nbo_charge:R:1
Br 3.520 -0.455 -1.340 0.0044
Si -1.218 0.083 -0.401 1.4772
O -0.166 0.178 2.327 -0.5468
C 3.464 -0.635 0.607 -0.2684
C -2.153 1.661 -0.869 -1.1026
C -2.451 -1.156 0.193 -1.1506
C 3.025 0.351 1.407 -0.3954
C -0.146 0.664 1.233 0.1253
C 0.238 -0.618 -1.399 -1.1267
H -1.814 2.526 -0.339 0.2513
H -2.115 1.533 -1.958 0.2394
H -3.498 -0.878 0.182 0.2555
H -3.230 1.516 -0.671 0.2437
H 3.436 -1.698 0.937 0.2262
H 0.788 -1.320 -0.702 0.2506
H -2.572 -2.066 -0.483 0.2477
H -2.025 -1.680 1.015 0.2626
H 1.022 0.002 -1.880 0.2646
H -0.124 -1.173 -2.291 0.2414
H 0.538 1.605 0.997 0.0640
H 2.854 0.203 2.434 0.2220
H 2.626 1.361 1.002 0.2146
```

Its HOMO energy is -0.312 Ha. The value obtained for the energy above the lowest of the compared OMol25 structures with the same formula, charge and spin is 104.58 kJ/mol. For the LUMO energy, the calculation gives 0.693 eV. Its SMILES is C[Si](C)(C)C=O.C=CBr. The value obtained for the HOMO-LUMO gap is 9.18 eV.

***

DFT (wB97M-V/def2-TZVPD) results for a 2-piece molecular cluster, C4H6ClF2N3 overall.

```
16
Properties=species:S:1:pos:R:3:nbo_charge:R:1
Cl 3.059 1.372 0.778 -0.0609
F -3.388 1.110 0.548 -0.3727
F -0.291 -1.948 -1.290 -0.6418
N -1.932 -0.547 -0.033 -0.7060
N 2.193 -1.103 -0.103 -0.7688
N 0.742 0.558 -0.256 -0.5876
C -2.116 0.701 0.068 0.6607
C 0.015 1.725 -0.529 0.0953
C -1.290 1.853 -0.363 -0.3951
C 1.924 0.186 0.016 0.5145
H -2.863 -0.981 0.058 0.3872
H 1.492 -1.736 -0.429 0.4511
H 3.055 -1.464 0.172 0.3979
H -0.546 -1.058 -0.932 0.5841
H -1.660 2.835 -0.395 0.2433
H 0.527 2.650 -0.918 0.1986
```

Its HOMO energy is -0.334 Ha. The value obtained for the energy above the lowest of the compared OMol25 structures with the same formula, charge and spin is 43.14 kJ/mol. For the LUMO energy, the calculation gives 0.114 eV. Its SMILES is [H]/N=C(F)/C=C\N=C(\N)Cl.F. The value obtained for the HOMO-LUMO gap is 9.20 eV.

***

DFT (wB97M-V/def2-TZVPD) results for a 2-piece molecular cluster, C2H4N2OS overall.

```
10
Properties=species:S:1:pos:R:3:nbo_charge:R:1
S 1.692 0.283 0.909 -0.1227
O -0.163 -0.666 -0.829 -0.6260
N -1.388 -0.386 1.507 -0.3039
N 0.767 1.276 -1.290 -0.8120
C -2.211 -1.162 1.375 0.0817
C 0.651 0.223 -0.602 0.5635
H 1.637 1.813 -1.189 0.4165
H -3.090 -1.696 1.205 0.2187
H 2.027 -1.075 1.005 0.1627
H 0.077 1.392 -2.089 0.4216
```

Its HOMO energy is -0.342 Ha. The value obtained for the energy above the lowest of the compared OMol25 structures with the same formula, charge and spin is 188.67 kJ/mol. For the LUMO energy, the calculation gives 0.798 eV. Its SMILES is NC(=O)S.C#N. The value obtained for the HOMO-LUMO gap is 10.10 eV.

***

DFT (wB97M-V/def2-TZVPD) results for C17H27CuF6N4O7S2 as an isolated structure.

```
64
Properties=species:S:1:pos:R:3:nbo_charge:R:1
Cu -0.214 0.023 0.081 0.9064
S -2.562 -2.143 0.421 2.2548
S -2.211 -1.558 -2.221 2.2541
F -3.038 -0.043 1.890 -0.3248
F -2.342 0.050 -4.228 -0.3041
F -0.423 0.111 -3.240 -0.3175
F -4.506 -0.374 0.316 -0.3133
F -2.140 1.094 -2.342 -0.3208
F -4.499 -1.653 2.074 -0.3012
O -1.611 -2.408 1.453 -0.9216
O 2.539 -4.929 -0.649 -0.5301
O 0.271 -0.298 2.215 -0.6994
O -3.332 -3.216 -0.099 -0.8981
O 1.712 0.375 -0.920 -0.7128
O -1.365 -2.535 -2.813 -0.9122
O -3.627 -1.610 -2.437 -0.9126
N -1.013 2.314 0.247 -0.5050
N 0.288 0.955 4.082 -0.5923
N 2.142 2.335 -2.017 -0.5875
N -1.824 -1.195 -0.683 -1.3472
C 1.564 -2.871 -1.306 -0.4365
C -2.322 2.354 0.323 0.0537
C 3.948 1.123 -0.946 -0.7109
C -0.916 4.424 1.345 -0.2702
C 0.809 2.624 -2.538 -0.4264
C 1.837 -3.815 -0.116 -0.0773
C -2.293 4.551 1.255 -0.1584
C 0.894 0.194 3.152 0.6895
C 2.487 1.245 -1.309 0.6953
C -1.745 0.023 -3.040 0.7148
C -3.021 3.487 0.728 -0.2437
C -0.319 3.305 0.805 0.0334
C 1.912 -5.188 -1.898 -0.0740
C 2.342 -0.099 3.359 -0.7067
C 1.713 -3.808 -2.537 -0.4299
C -3.730 -0.986 1.220 0.7097
C -1.093 1.366 3.928 -0.4181
H 2.421 -1.189 3.429 0.2546
H 4.289 0.178 -1.393 0.2508
H 4.070 0.925 0.117 0.2408
H -2.886 1.490 0.007 0.2208
H 0.757 3.175 0.760 0.1998
H 0.961 -5.721 -1.774 0.1630
H 0.088 1.951 -2.097 0.2444
H 2.329 -2.103 -1.429 0.2014
H 0.768 2.495 -3.621 0.2063
H 0.864 -3.857 -3.223 0.2266
H 2.566 -3.528 -3.154 0.1934
H 2.910 0.150 2.465 0.2399
H -0.334 5.216 1.801 0.2254
H -1.401 1.851 4.857 0.2058
H -2.776 5.471 1.559 0.2235
H -4.101 3.451 0.784 0.2304
H 2.454 -3.429 0.692 0.1829
H 0.600 -2.372 -1.258 0.2251
H 4.613 1.914 -1.283 0.2145
H 2.902 2.871 -2.398 0.3952
H -1.738 0.487 3.900 0.2274
H 0.809 1.310 4.861 0.3982
H 2.573 -5.838 -2.475 0.1838
H 2.767 0.335 4.259 0.2118
H 0.858 -4.105 0.296 0.1706
H -1.213 1.999 3.056 0.2051
H 0.534 3.649 -2.292 0.1999
```

Its HOMO energy is -0.319 Ha. The value obtained for the energy above the lowest of the compared OMol25 structures with the same formula, charge and spin is 41.58 kJ/mol. For the LUMO energy, the calculation gives 0.019 eV. The value obtained for the HOMO-LUMO gap is 8.70 eV.